{"formula": "C38H39F3N7PS4", "method": "ωB97M-V/def2-TZVPD", "e_homo_ha": -0.3056, "energy_ev": -111245.56683, "homo_lumo_gap_ev": 7.00, "lumo_energy_ev": -1.319, "elements": ["S", "S", "S", "S", "P", "F", "F", "F", "N", "N", "N", "N", "N", "N", "N", "C", "C", "C", "C", "C", "C", "C", "C", "C", "C", "C", "C", "C", "C", "C", "C", "C", "C", "C", "C", "C", "C", "C", "C", "C", "C", "C", "C", "C", "C", "C", "C", "C", "C", "C", "C", "C", "C", "H", "H", "H", "H", "H", "H", "H", "H", "H", "H", "H", "H", "H", "H", "H", "H", "H", "H", "H", "H", "H", "H", "H", "H", "H", "H", "H", "H", "H", "H", "H", "H", "H", "H", "H", "H", "H", "H", "H"], "coordinates": [[-2.21056, -6.45019, -2.26539], [3.29547, -5.79326, 2.75180], [-2.77028, -2.58997, 0.47102], [2.40579, -0.86488, -0.68117], [2.67111, -4.17729, 1.83589], [6.12239, -5.01420, 1.27508], [6.00708, -4.12350, -0.87238], [4.95346, -7.34638, 0.19272], [-0.23700, 1.05242, -2.30623], [-2.64249, -5.06743, -1.38857], [-6.63487, 2.99652, -4.80566], [0.22785, 1.05589, 7.23128], [3.73123, -0.89571, 4.69257], [-0.67051, -6.76857, -1.72106], [-3.28899, 5.48290, -4.72132], [0.73205, 2.09634, 7.90407], [4.13904, 1.33257, 5.49982], [-3.44362, 7.74129, -3.91546], [-1.95014, 2.03512, 7.49997], [1.59080, -0.39231, 0.93490], [0.11290, -0.96602, 0.91019], [1.09386, -4.44982, 0.86597], [4.67473, -6.05628, -0.25573], [5.59080, -5.07651, 0.00511], [-6.73510, 0.94205, -6.04903], [5.40138, 1.32714, 4.93000], [2.09701, -6.64351, -0.31489], [-0.05065, -2.20895, 1.92353], [-1.34176, -3.70889, 0.27473], [-0.03406, 3.13649, 8.40538], [-1.48594, 2.01306, -4.12035], [-2.06598, 7.80328, -3.77777], [0.88199, 1.30834, -2.99456], [3.31358, -5.84750, -1.00135], [0.89950, 1.91260, -4.24258], [0.94906, -5.59328, -0.04495], [-1.30504, 6.69536, -4.11567], [-1.39439, 1.40794, -2.87712], [-0.31509, -5.79778, -0.80212], [-5.44239, 3.23204, -5.36982], [5.82347, 0.20247, 4.23974], [3.34817, 0.20329, 5.35543], [-4.00224, 6.56433, -4.38702], [-1.09649, 1.04354, 7.04327], [-1.96115, 5.56761, -4.58152], [-0.31230, 2.26910, -4.81211], [-4.83794, 2.37628, -6.27802], [-1.49674, -4.86229, -0.66456], [-1.40331, 3.10122, 8.19579], [-5.50099, 1.20848, -6.62099], [-0.07880, -3.49796, 1.00431], [-7.25565, 1.86370, -5.15422], [4.95689, -0.87501, 4.14833], [-2.45026, 2.27736, -4.53613], [0.82954, -2.18665, 2.61054], [2.40298, -7.19421, 0.60921], [1.80270, 1.00670, -2.50627], [3.66895, -3.60984, 0.97127], [3.43020, -6.19872, -2.06936], [-2.28414, 1.18992, -2.29574], [-2.03730, 3.89627, 8.57056], [2.47485, -3.20780, 2.87640], [5.24212, -1.77579, 3.61372], [1.50791, 0.72577, 0.94369], [-8.21954, 1.70051, -4.68331], [-3.87274, 2.61824, -6.70485], [-3.01480, 1.97376, 7.31604], [-0.09762, -1.34802, -0.13183], [-1.59054, 8.70539, -3.41071], [0.42889, 3.95254, 8.94475], [6.04990, 2.19074, 5.02214], [3.77506, 2.19378, 6.04508], [-0.34225, 2.74226, -5.78759], [1.72893, -7.35955, -1.10394], [-5.07673, 6.46600, -4.50833], [-4.95784, 4.15621, -5.06870], [1.80885, 2.08134, 8.03980], [-3.05824, -2.51839, 1.82666], [2.35303, 0.16016, 5.78749], [-0.67511, -0.19862, 1.11893], [-1.01824, -2.13998, 2.49098], [-7.28160, 0.03996, -6.29194], [3.76767, -0.63607, -0.57396], [-5.06058, 0.51312, -7.32644], [-1.41062, 4.67673, -4.86163], [-0.22707, 6.70612, -4.02036], [-1.47793, 0.18764, 6.49652], [2.21096, -0.78223, 1.79060], [3.04707, -4.75493, -1.00833], [6.80309, 0.16224, 3.78149], [-4.07017, 8.58638, -3.66203], [1.83547, 2.09776, -4.75368]], "forces_ev_per_angstrom": [[1.24, 0.87, 1.51], [-0.09, 0.20, -0.21], [0.20, -0.34, 0.02], [0.30, -0.32, 0.19], [0.00, -0.98, 0.74], [0.64, 0.11, -2.52], [-1.09, -0.53, 1.83], [-0.94, 1.88, 0.32], [0.04, 0.19, -0.38], [3.49, -2.05, 0.03], [0.12, -0.38, -0.33], [-0.23, 0.35, 0.12], [0.37, 0.38, -0.15], [-0.48, 1.58, 0.79], [0.41, 0.58, 0.19], [0.02, -0.31, -0.19], [0.10, -0.05, -0.04], [0.08, -0.01, 0.00], [0.04, 0.04, 0.04], [-0.21, 0.66, 0.01], [0.21, -0.77, -0.04], [-2.34, -0.61, -2.09], [-0.03, 0.45, -0.74], [-0.52, -1.24, 0.99], [0.05, 0.02, -0.02], [0.08, 0.13, 0.02], [-0.29, 0.85, -0.91], [0.27, -0.22, -1.52], [2.11, -0.72, 1.35], [-0.05, -0.01, -0.02], [0.03, -0.01, -0.06], [0.04, 0.09, 0.04], [-0.13, -0.05, 0.25], [1.02, -0.70, -0.40], [-0.15, 0.02, 0.00], [0.22, 0.51, 0.93], [-0.05, 0.05, 0.01], [0.22, -0.16, 0.29], [-2.36, 0.85, -0.56], [-0.38, 0.28, 0.30], [-0.02, 0.01, 0.01], [-0.22, -0.40, -0.08], [0.01, -0.34, -0.12], [0.33, -0.15, -0.04], [-0.28, -0.15, -0.12], [0.01, 0.00, -0.12], [-0.09, -0.11, 0.01], [0.65, 1.66, 1.49], [-0.07, 0.09, 0.04], [0.08, -0.08, -0.08], [-1.68, -0.72, -0.66], [0.06, 0.32, 0.19], [-0.42, -0.16, 0.09], [-0.01, -0.01, 0.07], [-1.06, -0.21, -0.39], [-0.30, 0.65, -0.82], [-0.05, 0.04, -0.09], [-0.78, 0.05, 0.20], [-0.34, 0.43, 1.06], [-0.03, 0.03, -0.07], [0.03, -0.03, -0.01], [-0.17, -0.05, -1.07], [0.07, 0.02, 0.02], [0.40, -1.05, 0.23], [0.01, -0.07, -0.04], [-0.03, 0.05, 0.02], [0.04, -0.03, -0.01], [0.10, 0.58, 1.09], [-0.02, -0.04, -0.01], [0.01, -0.04, -0.02], [-0.02, -0.04, -0.01], [-0.02, -0.04, -0.02], [0.00, -0.04, 0.01], [0.22, 0.63, 1.11], [0.00, 0.07, 0.03], [0.03, -0.30, -0.15], [-0.02, 0.05, 0.05], [0.73, -0.48, -0.89], [0.02, 0.09, 0.04], [1.02, -0.45, -0.09], [1.20, -0.08, -0.46], [0.00, 0.04, 0.02], [-1.07, 0.04, 0.56], [-0.02, 0.02, 0.03], [0.06, 0.11, 0.07], [-0.03, -0.03, -0.01], [-0.06, 0.04, 0.01], [-0.75, 0.58, -0.79], [0.61, -1.04, -0.12], [-0.04, -0.03, 0.01], [-0.01, -0.05, -0.02], [-0.01, -0.02, 0.04]], "lowdin_charge": [0.978, 0.212, 0.767, 0.664, 0.443, 0.050, 0.097, 0.021, 0.066, -0.225, 0.053, 0.052, 0.052, -0.252, 0.049, -0.156, -0.074, -0.069, -0.074, -0.492, -0.269, -0.247, -0.217, -0.283, -0.081, -0.083, -0.141, -0.175, -0.447, -0.074, -0.078, -0.078, -0.171, -0.108, -0.068, -0.124, -0.064, -0.139, -0.247, -0.152, -0.076, -0.148, -0.142, -0.150, -0.132, -0.100, -0.084, -0.374, -0.081, -0.085, -0.180, -0.161, -0.157, 0.085, 0.060, 0.073, 0.039, -0.014, 0.124, 0.106, 0.106, -0.022, 0.100, 0.071, 0.100, 0.098, 0.102, 0.070, 0.106, 0.102, 0.105, 0.095, 0.104, 0.107, 0.107, 0.055, 0.098, -0.105, 0.083, 0.106, 0.081, 0.099, -0.133, 0.104, 0.076, 0.104, 0.103, 0.055, 0.101, 0.101, 0.103, 0.101]}